1.
18
Properties=species:S:1:pos:R:3:mulliken_charge:R:1 method="wB97M-V/def2-TZVPD" mol_weight_g_mol=97.2 homo_lumo_gap_ev=8.741 relative_energy_kcal_mol=34.8 lumo_ev=1.06 homo_ev=-7.7 charge=0 e_tot_ha=-289.91621 spin_multiplicity=1
C 2.9904 0.0683 -0.4444 -1.37
C 1.5599 -0.2148 -0.7506 -0.30
C 0.5533 -0.2039 0.1643 0.53
N 0.7731 0.3049 1.4790 -0.54
C -0.7997 -0.4346 -0.3821 -0.52
C -1.8966 -0.0567 0.3657 -0.03
C -3.2889 0.1685 -0.1706 -1.09
H 3.3455 -0.1438 0.5727 0.35
H 3.1946 1.0967 -0.7318 0.31
H 3.5583 -0.4742 -1.1995 0.38
H 1.2858 -0.2272 -1.8159 0.27
H 0.7086 -0.3835 2.2317 0.22
H 1.6111 0.8662 1.5747 0.26
H -0.9072 -0.9395 -1.3475 0.30
H -1.6849 0.1905 1.4038 0.35
H -3.8028 1.0671 0.1340 0.32
H -3.9215 -0.7015 0.1670 0.26
H -3.2790 0.0173 -1.2504 0.30

2.
18
Properties=species:S:1:pos:R:3:mulliken_charge:R:1 method="wB97M-V/def2-TZVPD" mol_weight_g_mol=97.2 homo_lumo_gap_ev=9.619 relative_energy_kcal_mol=83.1 lumo_ev=0.80 homo_ev=-8.8 charge=0 e_tot_ha=-289.83931 spin_multiplicity=1
C 2.2231 0.1359 -2.8684 -0.27
N 1.8493 0.0187 -1.5786 -0.39
C 0.3250 0.1166 -1.2862 -0.45
C -0.0147 -0.3067 -0.0226 -0.35
C -1.3832 -0.5699 0.4746 -0.54
C -1.4789 -0.4572 2.0309 -0.48
C -1.0813 0.9116 2.6416 -0.77
H 1.4424 0.3476 -3.5654 0.24
H 3.2652 0.1080 -3.1684 0.28
H -0.2481 0.8075 -1.7598 0.37
H 0.7855 -0.5389 0.6367 0.45
H -2.0764 0.0698 0.0327 0.38
H -1.6374 -1.6877 0.2643 0.23
H -2.5241 -0.7032 2.3077 0.35
H -0.8461 -1.4285 2.2896 0.25
H -0.3518 1.0224 3.5267 0.26
H -1.9132 1.7488 2.8728 0.22
H -0.3807 1.1415 1.7941 0.22

3.
18
Properties=species:S:1:pos:R:3:mulliken_charge:R:1 method="wB97M-V/def2-TZVPD" mol_weight_g_mol=97.2 homo_lumo_gap_ev=8.213 relative_energy_kcal_mol=91.1 lumo_ev=0.96 homo_ev=-7.3 charge=0 e_tot_ha=-289.82650 spin_multiplicity=1
C -3.1415 0.7042 -0.7154 -0.24
C -0.9304 -0.0453 0.3571 0.28
C -1.0101 -1.1930 1.2752 -1.59
C 1.5236 -0.6389 -0.1819 -1.49
C 0.4962 1.3711 -1.1435 -1.85
C 0.4615 0.4439 0.0578 0.91
N -2.0612 0.3071 -0.2477 -0.04
H -3.8204 1.4576 -0.2966 0.21
H -0.5225 -1.1134 2.2393 0.37
H -0.5340 -2.0309 0.9224 0.40
H -2.0609 -1.6709 1.3608 0.32
H 1.5769 -1.4018 0.5997 0.38
H 2.5593 -0.2012 -0.4747 0.31
H 1.3417 -1.2883 -0.9546 0.47
H 0.1873 0.9511 -2.0535 0.41
H 1.4060 1.7573 -1.2636 0.55
H -0.3161 2.0405 -1.0111 0.42
H 0.5853 0.9306 1.0713 0.18

4.
18
Properties=species:S:1:pos:R:3:mulliken_charge:R:1 method="wB97M-V/def2-TZVPD" mol_weight_g_mol=97.2 homo_lumo_gap_ev=12.243 relative_energy_kcal_mol=3.4 lumo_ev=0.90 homo_ev=-11.3 charge=0 e_tot_ha=-289.96628 spin_multiplicity=1
C -2.4472 -0.1845 -1.0326 -1.33
C -1.4094 0.1621 0.0338 -0.32
C 0.0112 -0.1958 -0.4019 -0.88
C 1.0858 -0.1226 0.7032 0.83
C 2.5010 -0.1556 0.1030 -1.44
C 0.8997 0.9951 1.6480 0.00
N 0.7507 1.7776 2.4880 -0.49
H -3.4570 0.0686 -0.6938 0.36
H -2.2633 0.3611 -1.9662 0.33
H -2.4308 -1.2561 -1.2644 0.33
H -1.4635 1.2339 0.2654 0.34
H -1.6485 -0.3654 0.9663 0.33
H 0.0349 -1.2287 -0.7760 0.35
H 0.3065 0.4426 -1.2459 0.32
H 0.9682 -1.0083 1.3430 0.15
H 2.6967 -1.1637 -0.2775 0.36
H 2.5973 0.5454 -0.7335 0.35
H 3.2677 0.0945 0.8410 0.39

5.
18
Properties=species:S:1:pos:R:3:mulliken_charge:R:1 method="wB97M-V/def2-TZVPD" mol_weight_g_mol=97.2 homo_lumo_gap_ev=9.621 relative_energy_kcal_mol=45.3 lumo_ev=0.87 homo_ev=-8.8 charge=0 e_tot_ha=-289.89947 spin_multiplicity=1
C 0.4495 0.5821 2.6285 -0.74
C -0.1413 -0.5251 2.1751 -0.22
C -0.6801 -0.6972 0.8096 0.06
C -1.0437 0.2719 -0.0372 -0.46
C -0.9339 0.1692 -1.5295 -0.67
C 0.4171 -0.3897 -1.9621 -0.50
N 1.5802 0.3581 -1.4340 -0.52
H 0.4671 1.4999 2.0392 0.22
H 0.8477 0.6532 3.6329 0.26
H -0.2755 -1.3783 2.8349 0.30
H -0.3612 -1.6594 0.4222 0.18
H -1.4694 1.2198 0.3146 0.43
H -1.0250 1.1702 -1.9788 0.34
H -1.7084 -0.5011 -1.8849 0.29
H 0.3620 -1.4559 -1.6163 0.20
H 0.5194 -0.3401 -3.0488 0.34
H 2.0132 0.7763 -2.2448 0.26
H 1.2506 1.0785 -0.8021 0.22

6.
18
Properties=species:S:1:pos:R:3:mulliken_charge:R:1 method="wB97M-V/def2-TZVPD" mol_weight_g_mol=97.2 homo_lumo_gap_ev=8.565 relative_energy_kcal_mol=53.9 lumo_ev=1.11 homo_ev=-7.5 charge=0 e_tot_ha=-289.88581 spin_multiplicity=1
C 1.5669 -0.3775 -1.4868 -0.76
C 1.0168 0.4424 -0.5515 -0.59
C -0.3279 0.2229 -0.0508 0.89
C -1.4052 0.0075 -0.9019 -0.54
N -1.3265 0.2579 -2.2513 -0.51
C -0.5396 0.2145 1.4032 -0.70
C 0.4870 -0.5358 2.3806 -1.15
H 2.5654 -0.4273 -1.7584 0.38
H 1.0179 -1.3290 -1.7628 0.24
H 1.5807 1.3058 -0.3330 0.36
H -2.3541 -0.0907 -0.4304 0.36
H -2.2169 0.7200 -2.6693 0.26
H -0.4141 0.7450 -2.6377 0.26
H -0.5233 1.3058 1.8266 0.24
H -1.5446 -0.1358 1.6713 0.30
H 1.4849 -0.2692 1.9286 0.27
H 0.5842 -1.6157 2.1940 0.32
H 0.3484 -0.4408 3.4297 0.37

7.
18
Properties=species:S:1:pos:R:3:mulliken_charge:R:1 method="wB97M-V/def2-TZVPD" mol_weight_g_mol=97.2 homo_lumo_gap_ev=8.799 relative_energy_kcal_mol=36.6 lumo_ev=1.15 homo_ev=-7.7 charge=0 e_tot_ha=-289.91329 spin_multiplicity=1
C -1.4595 -3.3287 -0.6372 -1.09
C -0.9568 -1.9468 -0.9393 -0.05
C -0.3375 -1.1383 -0.0887 -0.34
C 0.2603 0.1478 -0.4221 -0.42
C 0.8810 0.8983 0.4969 -0.08
N 1.4903 2.1302 0.1859 -0.33
C 1.0201 3.2644 0.9550 -0.87
H -2.3866 -3.5467 -1.1558 0.33
H -1.7471 -3.3857 0.4219 0.33
H -0.6734 -4.0782 -0.7194 0.26
H -1.3194 -1.5172 -1.8723 0.28
H -0.1184 -1.4573 0.9299 0.24
H 0.0725 0.6113 -1.3852 0.20
H 1.1983 0.4863 1.4511 0.35
H 1.4958 2.2550 -0.8168 0.25
H 1.6284 4.1461 0.8471 0.31
H -0.0444 3.4757 0.7686 0.30
H 0.9966 2.9836 1.9805 0.33

8.
18
Properties=species:S:1:pos:R:3:mulliken_charge:R:1 method="wB97M-V/def2-TZVPD" mol_weight_g_mol=97.2 homo_lumo_gap_ev=11.616 relative_energy_kcal_mol=26.6 lumo_ev=0.79 homo_ev=-10.8 charge=0 e_tot_ha=-289.92932 spin_multiplicity=1
C 2.2736 0.1602 0.3372 -1.18
C 1.0117 -0.6887 -0.0090 -0.57
C -0.5977 0.0169 -0.0057 1.49
C -1.8154 -0.9071 0.3505 -1.57
C -1.0283 0.8580 -1.2579 -1.51
C -0.3336 0.9060 1.1151 -0.01
N 0.1452 1.4987 1.9850 -0.59
H 2.4419 1.0207 -0.3207 0.28
H 3.0888 -0.5590 0.1459 0.37
H 2.3424 0.5135 1.3773 0.40
H 1.0924 -1.5238 0.7184 0.31
H 1.2384 -1.0925 -1.0026 0.34
H -1.6542 -1.4181 1.3011 0.37
H -2.7770 -0.3605 0.4601 0.38
H -1.9821 -1.6482 -0.4381 0.38
H -2.0192 1.3487 -1.1540 0.38
H -0.3183 1.6616 -1.4624 0.35
H -1.1086 0.2137 -2.1401 0.38

9.
18
Properties=species:S:1:pos:R:3:mulliken_charge:R:1 method="wB97M-V/def2-TZVPD" mol_weight_g_mol=97.2 homo_lumo_gap_ev=11.499 relative_energy_kcal_mol=23.6 lumo_ev=0.83 homo_ev=-10.7 charge=0 e_tot_ha=-289.93411 spin_multiplicity=1
C -0.3028 -2.1292 0.1343 -1.19
C -0.6941 -0.7080 0.6078 -0.58
C 0.2223 0.4447 0.0158 1.45
C 0.1352 1.9548 0.7682 -1.35
C -0.0825 0.5077 -1.5152 -1.51
C 1.6175 0.1412 0.2610 -0.17
N 2.7309 0.0433 0.5546 -0.55
H -0.4792 -2.2934 -0.9363 0.30
H -0.8837 -2.8969 0.6649 0.38
H 0.7557 -2.3283 0.3339 0.33
H -0.6512 -0.6923 1.7010 0.35
H -1.7497 -0.5440 0.3314 0.36
H 0.4164 2.0231 1.8439 0.31
H 0.7131 2.7719 0.2798 0.35
H -0.9047 1.9211 0.5616 0.39
H 0.3849 1.3734 -1.9864 0.43
H 0.2945 -0.3899 -2.0279 0.37
H -1.1613 0.5475 -1.7323 0.33

10.
18
Properties=species:S:1:pos:R:3:mulliken_charge:R:1 method="wB97M-V/def2-TZVPD" mol_weight_g_mol=97.2 homo_lumo_gap_ev=9.377 relative_energy_kcal_mol=54.2 lumo_ev=1.11 homo_ev=-8.3 charge=0 e_tot_ha=-289.88537 spin_multiplicity=1
C -1.2539 2.0092 -1.2313 -0.27
N -0.4691 1.4277 -0.4374 -0.29
C -0.8693 0.3137 0.2580 0.16
C -1.5136 0.4080 1.4498 -0.73
C -0.3906 -1.0280 -0.2008 -0.77
C 1.0997 -1.0781 -0.6508 -0.54
C 1.9832 -0.4578 0.4779 -1.01
H -0.9784 2.9273 -1.7378 0.26
H -2.2748 1.6700 -1.4113 0.27
H -1.2130 1.1492 2.2007 0.27
H -1.9677 -0.4785 1.8735 0.35
H -0.3743 -1.7917 0.5751 0.34
H -1.0831 -1.4837 -0.9249 0.33
H 1.3507 -2.1420 -0.6987 0.36
H 1.2332 -0.6182 -1.6318 0.35
H 2.4803 -1.2447 1.0338 0.34
H 1.5051 0.2850 1.1221 0.33
H 2.7354 0.1325 -0.0662 0.25

11.
18
Properties=species:S:1:pos:R:3:mulliken_charge:R:1 method="wB97M-V/def2-TZVPD" mol_weight_g_mol=97.2 homo_lumo_gap_ev=10.189 relative_energy_kcal_mol=150.1 lumo_ev=1.00 homo_ev=-9.2 charge=0 e_tot_ha=-289.73255 spin_multiplicity=1
C -1.4303 -0.4119 -0.2543 -0.86
C -1.2409 0.9571 0.2465 -0.45
C 0.2379 1.6285 -0.2186 -0.56
C 0.9905 0.5208 0.3554 -0.27
N 2.0354 -0.5029 0.0566 -0.76
C 0.6327 -0.6978 -0.3121 -0.08
C -0.6107 -1.6291 0.2829 -0.50
H -1.4872 -0.3896 -1.3373 0.40
H -2.4898 -0.8966 -0.0778 0.36
H -1.5693 1.1999 1.3496 0.26
H -2.2172 1.2543 -0.4983 0.25
H 0.3160 2.6006 0.4901 0.26
H -0.1538 1.7897 -1.2930 0.33
H 0.7062 0.4903 1.4544 0.30
H 2.4923 -0.2507 -0.9070 0.31
H 0.3707 -0.3784 -1.2804 0.35
H -1.0807 -2.6226 -0.2698 0.30
H -0.6107 -1.4833 1.3749 0.36

12.
18
Properties=species:S:1:pos:R:3:mulliken_charge:R:1 method="wB97M-V/def2-TZVPD" mol_weight_g_mol=97.2 homo_lumo_gap_ev=9.054 relative_energy_kcal_mol=46.0 lumo_ev=0.92 homo_ev=-8.1 charge=0 e_tot_ha=-289.89831 spin_multiplicity=1
C 0.7244 0.0691 2.2904 -1.30
C 1.0086 -0.0591 0.7734 0.26
C 0.1144 0.7687 -0.1288 -0.89
C -0.8181 -0.2223 -0.8783 0.79
C -1.2751 0.3168 -2.2315 -1.48
C -0.1652 -1.6027 -0.8397 -0.68
N 0.7335 -1.4660 0.1061 -0.02
H 1.2552 -0.6823 2.8890 0.37
H 1.0481 1.0462 2.6923 0.33
H -0.3450 -0.0164 2.5080 0.31
H 2.0817 0.1573 0.6228 0.19
H 1.2944 -2.0932 0.6339 0.16
H -0.4772 1.4945 0.4298 0.36
H 0.7198 1.3008 -0.8676 0.35
H -1.7250 -0.4030 -0.2734 0.18
H -1.8273 1.2565 -2.0985 0.33
H -0.4176 0.5267 -2.8812 0.37
H -1.9295 -0.3917 -2.7467 0.38